This record from OMol25 describes C26H48IrN2O2P2 as an isolated structure in a non-equilibrium geometry. The level of theory is wB97M-V/def2-TZVPD.

```
81
C26H48IrN2O2P2 wB97M-V/def2-TZVPD
Ir 0.371 0.531 -0.036
C -1.459 0.846 -0.309
O -2.595 1.138 -0.343
C 0.833 -1.061 -1.028
O 1.348 -2.012 -1.473
P 0.826 1.730 -1.938
C 2.109 2.973 -1.496
H 2.319 3.451 -2.466
C 1.653 0.792 -3.338
H 2.243 0.009 -2.825
C -0.544 2.740 -2.664
H -0.896 3.292 -1.774
C -2.632 -1.488 1.619
P -0.660 -1.710 1.904
H -1.300 -2.287 4.216
H -2.737 -0.403 1.774
C -0.766 -3.535 1.701
H -1.827 -3.755 1.917
C 0.627 0.129 -4.256
H 0.190 0.877 -4.938
H -0.162 -0.417 -3.721
H 1.172 -0.589 -4.887
C 2.571 1.640 -4.234
H 2.722 1.058 -5.157
H 3.557 1.838 -3.801
H 2.073 2.584 -4.523
C -0.100 3.743 -3.730
H 0.700 4.419 -3.404
H -0.981 4.359 -3.959
H 0.183 3.241 -4.667
C -1.719 1.925 -3.217
H -2.615 2.542 -3.072
H -1.888 0.966 -2.716
H -1.623 1.750 -4.296
C 1.635 4.073 -0.533
H 1.200 4.918 -1.093
H 2.515 4.440 0.018
H 0.888 3.730 0.197
C 3.391 2.282 -1.023
H 3.239 1.786 -0.053
H 4.162 3.059 -0.910
H 3.758 1.546 -1.751
C -3.521 -2.251 2.623
H -3.122 -2.321 3.640
H -3.719 -3.272 2.265
H -4.503 -1.750 2.688
C -3.100 -1.849 0.208
H -3.148 -2.944 0.075
C 0.607 -1.371 4.403
H -2.474 -1.410 -0.581
H -4.123 -1.446 0.085
C -1.574 -0.148 4.093
H 0.848 -0.395 4.835
H 0.678 -2.158 5.179
H 1.402 -1.540 3.558
C -0.777 -1.422 3.785
H -1.240 0.335 5.022
H -2.639 -0.369 4.228
H -1.478 0.581 3.274
C 0.044 -4.366 2.701
H 1.115 -4.443 2.428
H -0.405 -5.373 2.680
H -0.059 -4.005 3.730
C -0.504 -3.941 0.250
H -1.208 -3.451 -0.434
H -0.646 -5.029 0.165
H 0.514 -3.703 -0.077
H 0.049 1.638 1.327
H 0.516 2.113 0.774
N 3.804 -5.047 1.971
C 3.672 -3.895 2.194
C 3.317 -2.541 2.297
C 4.107 -1.563 2.803
C 3.812 -0.175 2.773
C 2.766 0.400 2.067
N 1.716 -0.251 1.529
C 1.247 -1.421 1.941
H 5.088 -1.838 3.243
H 4.520 0.501 3.261
H 2.776 1.485 1.972
H 2.109 -2.323 1.779
```

E_LUMO (alpha / beta) in eV: -14.26 / -17.49
Gap between HOMO and LUMO (alpha / beta) in eV: 5.42 / 3.82
Strongest force on any atom in Eh/bohr: 0.1190
HOMO energy (alpha / beta) in eV: -19.7 / -21.3
Expectation value of S²: 8.8258
E in eV: -56177.7519
Charge: +4
Spin multiplicity: 6